Run 1
{
  "formula": "C2H3NOS",
  "method": "ωB97M-V with the def2-TZVPD basis set",
  "spin_multiplicity": 1,
  "lumo_ev": [-0.3, -0.3],
  "molar_mass_g_mol": 89.1,
  "elements": ["S", "O", "N", "C", "C", "H", "H", "H"],
  "xyz": [[0.460, 0.781, 2.125], [-2.221, 0.920, 0.590], [0.004, 0.128, 0.617], [0.583, -0.683, -0.164], [-1.104, 1.186, 0.305], [0.242, -1.013, -1.160], [1.184, -1.410, 0.289], [-0.628, 1.970, -0.068]],
  "lowdin_charge": [0.580, 0.094, -0.572, -0.008, -0.340, 0.108, 0.066, 0.072]
}

Run 2
{
  "formula": "C2H3NOS",
  "method": "ωB97M-V with the def2-TZVPD basis set",
  "spin_multiplicity": 1,
  "lumo_ev": [-0.7, -0.6],
  "molar_mass_g_mol": 89.1,
  "elements": ["S", "O", "N", "C", "C", "H", "H", "H"],
  "xyz": [[1.209, -3.468, 2.617], [0.336, -2.537, 0.335], [1.613, -2.059, 2.708], [0.232, -1.375, 0.495], [-0.357, -0.323, -0.325], [-0.024, 0.754, 0.034], [-1.427, -0.475, -0.402], [0.031, -0.517, -1.303]],
  "lowdin_charge": [0.676, -0.087, -0.551, -0.261, -0.064, 0.129, 0.087, 0.071]
}

Ranked by calculated energy, most stable first: run 1, run 2.

Run 1
{
  "formula": "C2H3NOS",
  "method": "ωB97M-V with the def2-TZVPD basis set",
  "spin_multiplicity": 1,
  "lumo_ev": 0.8,
  "molar_mass_g_mol": 89.1,
  "elements": ["S", "O", "N", "C", "C", "H", "H", "H"],
  "xyz": [[-1.121, 1.239, 0.039], [0.559, -0.698, 0.077], [-0.449, 0.714, -1.492], [0.260, -0.299, -1.219], [-0.106, 0.110, 1.034], [-0.624, -0.589, 1.726], [0.690, 0.471, 1.722], [0.792, -0.948, -1.888]],
  "lowdin_charge": [0.866, -0.135, -0.233, -0.329, -0.479, 0.089, 0.093, 0.128]
}

Run 2
{
  "formula": "C2H3NOS",
  "method": "ωB97M-V with the def2-TZVPD basis set",
  "spin_multiplicity": 1,
  "lumo_ev": 0.1,
  "molar_mass_g_mol": 89.1,
  "elements": ["S", "O", "N", "C", "C", "H", "H", "H"],
  "xyz": [[-2.096, -0.353, 0.036], [-2.533, 1.101, -0.080], [0.574, -0.286, -0.129], [1.709, -0.734, 0.060], [-0.525, 0.051, -0.250], [-1.542, 1.774, 0.007], [2.427, -0.918, -0.757], [1.986, -0.636, 1.114]],
  "lowdin_charge": [0.859, -0.622, -0.115, -0.021, -0.474, 0.207, 0.084, 0.082]
}

Ranked by calculated energy, most stable first: run 1, run 2.

Run 1
{
  "formula": "C3H11N4",
  "method": "ωB97M-V with the def2-TZVPD basis set",
  "spin_multiplicity": 1,
  "charge": 1,
  "lumo_ev": -3.2,
  "molar_mass_g_mol": 103.1,
  "elements": ["N", "N", "N", "N", "C", "C", "C", "H", "H", "H", "H", "H", "H", "H", "H", "H", "H", "H"],
  "xyz": [[1.441, -1.031, 0.705], [0.786, -0.223, -1.727], [-0.398, 2.738, 0.621], [-0.725, -1.659, 1.134], [-0.134, -1.146, -1.152], [-0.756, 1.569, 1.040], [0.196, -1.143, 0.285], [-0.538, -1.641, 2.126], [2.154, -0.385, 0.358], [-1.229, -0.905, -1.094], [-0.142, 2.659, -0.426], [-1.118, 1.600, 2.018], [-0.429, 3.726, 0.924], [1.672, -1.132, 1.615], [0.678, 0.690, -1.412], [-0.012, -2.144, -1.511], [-1.577, -2.046, 0.796], [0.698, -0.276, -2.763]],
  "lowdin_charge": [0.232, 0.037, -0.014, 0.203, -0.211, -0.034, -0.378, 0.134, 0.152, 0.139, 0.115, -0.008, 0.129, 0.086, 0.032, 0.139, 0.125, 0.122]
}

Run 2
{
  "formula": "C3H11N4",
  "method": "ωB97M-V with the def2-TZVPD basis set",
  "spin_multiplicity": 1,
  "charge": 1,
  "lumo_ev": -3.3,
  "molar_mass_g_mol": 103.1,
  "elements": ["N", "N", "N", "N", "C", "C", "C", "H", "H", "H", "H", "H", "H", "H", "H", "H", "H", "H"],
  "xyz": [[-1.258, -0.454, 1.109], [0.352, 0.126, -0.422], [-1.762, -0.399, -1.182], [1.287, 0.009, 1.684], [2.759, 0.062, -0.313], [1.491, 0.039, 0.445], [-0.909, -0.170, -0.119], [-3.159, 0.833, -0.001], [0.643, -0.058, -1.419], [3.663, 0.464, 0.223], [2.210, -0.043, 2.087], [-2.245, -0.604, 1.196], [-1.833, 0.108, -1.988], [-2.797, -0.655, -1.061], [-0.528, -0.405, 1.864], [2.572, 0.678, -1.209], [3.145, -0.898, -0.735], [-3.633, 1.369, -0.161]],
  "lowdin_charge": [0.228, 0.137, 0.145, 0.165, -0.013, -0.411, -0.426, 0.019, 0.185, 0.117, 0.091, 0.116, 0.078, 0.144, 0.123, 0.091, 0.114, 0.096]
}

Ranked by calculated energy, most stable first: run 2, run 1.

Run 1
{
  "formula": "C3H2O3S",
  "method": "ωB97M-V with the def2-TZVPD basis set",
  "spin_multiplicity": 1,
  "lumo_ev": -1.0,
  "molar_mass_g_mol": 118.1,
  "elements": ["S", "O", "O", "O", "C", "C", "C", "H", "H"],
  "xyz": [[2.162, 0.112, -0.095], [-0.468, 1.342, 1.643], [0.726, -2.001, 0.893], [1.481, -0.032, -1.428], [1.346, -1.062, 0.645], [-1.433, 0.443, -0.479], [-0.967, 0.923, 0.652], [-2.220, -0.307, -0.522], [-0.626, 0.581, -1.309]],
  "lowdin_charge": [0.919, 0.114, 0.189, -0.609, -0.466, 0.000, -0.311, 0.070, 0.094]
}

Run 2
{
  "formula": "C3H2O3S",
  "method": "ωB97M-V with the def2-TZVPD basis set",
  "spin_multiplicity": 1,
  "lumo_ev": -3.5,
  "molar_mass_g_mol": 118.1,
  "elements": ["S", "O", "O", "O", "C", "C", "C", "H", "H"],
  "xyz": [[-1.320, -0.286, 0.029], [-2.189, -0.304, -1.097], [-0.116, -1.190, -0.166], [-1.861, -0.233, 1.346], [-0.540, 1.472, -0.226], [0.621, 1.085, 0.009], [1.510, 0.053, 0.063], [2.167, -0.242, 0.932], [1.728, -0.354, -0.890]],
  "lowdin_charge": [0.545, -0.249, -0.306, -0.233, 0.011, -0.165, 0.154, 0.143, 0.099]
}

Ranked by calculated energy, most stable first: run 1, run 2.

Run 1
{
  "formula": "C3H2O3S",
  "method": "ωB97M-V with the def2-TZVPD basis set",
  "spin_multiplicity": 1,
  "lumo_ev": [-2.2, -2.2],
  "molar_mass_g_mol": 118.1,
  "elements": ["S", "O", "O", "O", "C", "C", "C", "H", "H"],
  "xyz": [[1.708, 1.981, -0.586], [2.642, -1.112, -1.149], [0.182, -1.618, 0.401], [3.104, -0.998, 1.103], [1.203, 0.498, -0.337], [2.808, -0.992, -0.008], [0.186, -0.338, 0.193], [-0.544, -0.086, -0.621], [-0.304, 0.342, 1.124]],
  "lowdin_charge": [0.910, 0.209, -0.152, 0.255, -0.526, -0.521, -0.566, 0.171, 0.220]
}

Run 2
{
  "formula": "C3H2O3S",
  "method": "ωB97M-V with the def2-TZVPD basis set",
  "spin_multiplicity": 1,
  "lumo_ev": -0.6,
  "molar_mass_g_mol": 118.1,
  "elements": ["S", "O", "O", "O", "C", "C", "C", "H", "H"],
  "xyz": [[1.710, 0.070, -0.231], [-0.019, -2.238, -0.565], [-0.116, 2.242, -0.550], [1.904, 0.098, 1.237], [-0.851, 0.002, -0.018], [0.049, 1.123, -0.296], [0.108, -1.132, -0.369], [-1.861, -0.150, -0.379], [-0.925, -0.015, 1.171]],
  "lowdin_charge": [0.991, 0.172, 0.144, -0.569, -0.099, -0.501, -0.466, 0.131, 0.197]
}

Run 3
{
  "formula": "C3H2O3S",
  "method": "ωB97M-V with the def2-TZVPD basis set",
  "spin_multiplicity": 1,
  "lumo_ev": -2.7,
  "molar_mass_g_mol": 118.1,
  "elements": ["S", "O", "O", "O", "C", "C", "C", "H", "H"],
  "xyz": [[1.520, 1.200, -0.055], [-1.118, -1.516, -0.766], [-2.296, 0.658, 0.570], [1.159, -1.769, -0.614], [0.154, -1.091, -0.451], [0.121, 0.413, 0.133], [-0.943, 0.845, 1.221], [-0.571, 1.500, 2.635], [-1.699, -0.682, -0.687]],
  "lowdin_charge": [0.847, 0.066, -0.172, 0.088, -0.505, -0.680, -0.023, 0.276, 0.103]
}

Ranked by calculated energy, most stable first: run 2, run 1, run 3.

Run 1
{
  "formula": "C40H36GeIN7S3Tl",
  "method": "ωB97M-V with the def2-TZVPD basis set",
  "spin_multiplicity": 1,
  "charge": -1,
  "lumo_ev": [2.0, 2.0],
  "molar_mass_g_mol": 1114.9,
  "elements": ["Tl", "I", "Ge", "S", "S", "S", "N", "N", "N", "N", "N", "N", "N", "C", "C", "C", "C", "C", "C", "C", "C", "C", "C", "C", "C", "C", "C", "C", "C", "C", "C", "C", "C", "C", "C", "C", "C", "C", "C", "C", "C", "C", "C", "C", "C", "C", "C", "C", "C", "C", "C", "C", "C", "H", "H", "H", "H", "H", "H", "H", "H", "H", "H", "H", "H", "H", "H", "H", "H", "H", "H", "H", "H", "H", "H", "H", "H", "H", "H", "H", "H", "H", "H", "H", "H", "H", "H", "H", "H"],
  "xyz": [[0.336, 0.226, -0.458], [5.983, -3.036, -0.372], [0.937, 3.437, -1.249], [-1.726, 2.837, 0.359], [-4.901, -1.005, -0.413], [-0.987, -1.816, -5.345], [-0.099, 2.272, 2.536], [-2.390, -0.755, -0.738], [-0.031, -1.594, 1.313], [3.042, -0.287, 1.097], [-0.662, -1.465, -2.847], [-1.074, 4.348, 2.467], [-0.016, 0.991, 2.037], [-0.848, 3.094, 1.895], [-2.908, -1.150, -1.947], [5.755, -0.150, 0.555], [-0.074, -2.869, 0.941], [5.074, 0.960, 1.029], [1.481, -1.872, -3.963], [1.490, 6.186, -2.156], [1.196, 7.488, -2.529], [1.854, 2.638, -2.810], [2.210, 2.553, -5.209], [0.486, 5.292, -1.787], [2.423, 3.768, 0.036], [3.112, 4.545, 2.233], [0.403, -1.271, 2.578], [0.742, 0.546, 4.336], [0.829, -3.621, 3.005], [0.880, -2.322, 3.419], [0.370, 0.099, 2.950], [3.121, 1.519, -5.057], [3.399, 1.037, -3.786], [4.449, 4.392, 1.890], [-0.665, 2.459, -0.948], [0.309, -3.933, 1.729], [-3.050, -0.331, 1.596], [-2.374, -1.541, -4.384], [3.771, 3.622, -0.288], [5.043, -1.326, 0.363], [0.000, -1.705, -3.931], [-0.121, 7.928, -2.527], [-0.829, 5.747, -1.798], [3.714, 0.845, 1.284], [2.120, 4.242, 1.314], [-2.009, -1.375, -3.082], [-4.256, -1.335, -1.961], [-3.309, -0.655, 0.166], [4.774, 3.936, 0.622], [2.765, 1.588, -2.682], [1.592, 3.107, -4.095], [3.686, -1.356, 0.648], [-1.132, 7.054, -2.159], [1.980, 2.933, -6.197], [6.812, -0.101, 0.330], [1.903, -1.336, -3.113], [-4.875, -1.653, -2.780], [1.992, 8.164, -2.817], [-0.356, 8.945, -2.811], [5.228, 4.629, 2.603], [1.304, -2.095, 4.386], [2.843, 4.901, 3.221], [-0.441, 4.563, 3.225], [4.105, 0.226, -3.653], [1.085, 4.370, 1.602], [1.584, 1.241, 4.306], [-0.428, -3.035, -0.073], [0.887, 3.919, -4.232], [1.198, -4.407, 3.654], [-3.861, 0.265, 2.015], [3.096, -2.254, 0.508], [0.997, -0.286, 4.984], [2.525, 5.861, -2.148], [4.056, 3.270, -1.271], [-3.356, -1.483, -4.816], [-1.624, 5.062, -1.528], [-0.083, 1.099, 4.790], [0.236, -4.948, 1.368], [3.135, 1.694, 1.630], [1.911, -1.471, -4.880], [5.576, 1.905, 1.184], [-2.110, 0.214, 1.676], [-1.197, 5.092, 1.796], [3.612, 1.093, -5.923], [2.989, 1.184, -1.699], [1.749, -2.927, -3.879], [-2.954, -1.256, 2.166], [-2.163, 7.389, -2.156], [5.813, 3.824, 0.335]],
  "lowdin_charge": [0.781, 0.823, 0.780, 0.732, 1.041, 1.036, 0.004, 0.073, -0.034, 0.063, 0.062, 0.030, -0.081, -0.729, -0.324, -0.139, -0.206, -0.053, -0.071, -0.113, -0.106, -0.268, -0.098, -0.264, -0.250, -0.086, -0.277, -0.052, -0.120, -0.052, -0.338, -0.112, -0.111, -0.104, -0.817, -0.116, -0.085, -0.360, -0.125, -0.726, -0.636, -0.116, -0.109, -0.117, -0.111, -0.326, -0.362, -0.627, -0.144, -0.162, -0.096, -0.217, -0.102, 0.094, 0.092, 0.058, 0.065, 0.092, 0.090, 0.097, 0.084, 0.099, 0.077, 0.102, 0.059, 0.070, 0.094, 0.099, 0.088, 0.076, 0.098, 0.047, 0.098, 0.093, 0.066, 0.069, 0.069, 0.077, 0.105, 0.069, 0.077, 0.030, 0.062, 0.093, 0.064, 0.082, 0.087, 0.094, 0.101]
}

Run 2
{
  "formula": "C40H36GeIN7S3Tl",
  "method": "ωB97M-V with the def2-TZVPD basis set",
  "spin_multiplicity": 1,
  "charge": -1,
  "lumo_ev": 1.9,
  "molar_mass_g_mol": 1114.9,
  "elements": ["Tl", "I", "Ge", "S", "S", "S", "N", "N", "N", "N", "N", "N", "N", "C", "C", "C", "C", "C", "C", "C", "C", "C", "C", "C", "C", "C", "C", "C", "C", "C", "C", "C", "C", "C", "C", "C", "C", "C", "C", "C", "C", "C", "C", "C", "C", "C", "C", "C", "C", "C", "C", "C", "C", "H", "H", "H", "H", "H", "H", "H", "H", "H", "H", "H", "H", "H", "H", "H", "H", "H", "H", "H", "H", "H", "H", "H", "H", "H", "H", "H", "H", "H", "H", "H", "H", "H", "H", "H", "H"],
  "xyz": [[-0.021, -0.351, 0.685], [-2.215, 2.687, -4.609], [-3.539, -1.263, 1.219], [2.909, 3.648, -2.361], [-0.325, -1.679, -1.698], [-0.035, 0.995, 5.140], [1.718, 0.617, 1.505], [1.365, 2.159, -0.994], [2.383, -2.023, -1.396], [-0.108, 1.535, 2.439], [-1.525, 1.510, -0.552], [1.342, -3.289, -2.968], [2.232, -1.066, -0.426], [4.607, -0.490, -0.680], [-1.680, -1.277, 1.777], [-1.960, 2.540, 0.167], [-3.222, -4.171, 1.509], [-5.921, 1.437, 3.525], [-2.528, 3.666, -0.411], [2.264, 2.410, 3.159], [-4.873, 0.510, -0.778], [-3.564, -1.274, -1.678], [-4.845, -5.842, 0.907], [-5.324, -3.510, 0.574], [-5.026, 0.909, 2.606], [2.468, 3.631, 2.291], [-6.627, 0.591, 4.368], [-5.710, -4.839, 0.484], [-4.723, 0.219, -3.163], [1.266, 1.824, 2.148], [-3.895, -0.877, -2.966], [-1.637, 1.554, -1.875], [-5.535, -1.299, 3.356], [1.883, 2.267, -2.176], [1.265, -2.335, -1.970], [3.241, -0.367, -0.076], [-1.876, 0.297, 3.289], [1.796, 3.157, -0.144], [-2.624, 3.734, -1.790], [-2.165, 2.656, -2.527], [-5.216, 0.908, -2.065], [-4.028, -0.578, -0.562], [-6.430, -0.779, 4.284], [-4.815, -0.468, 2.499], [1.676, 1.278, -3.276], [-0.571, 1.006, 3.528], [3.551, 2.567, 2.397], [3.875, 1.588, 1.327], [2.967, 0.651, 0.968], [-4.077, -3.156, 1.091], [1.404, 3.171, 1.302], [-3.600, -5.506, 1.417], [2.615, 4.071, -0.725], [-2.249, -3.905, 1.908], [0.472, 3.725, 1.435], [-6.002, -2.735, 0.229], [-6.683, -5.096, 0.081], [-4.981, 0.536, -4.166], [-5.396, -2.373, 3.300], [-1.551, -1.063, 2.863], [2.196, 2.318, 4.229], [2.171, -3.863, -2.915], [1.382, 1.765, -4.207], [-2.288, -0.187, 4.170], [-1.281, 0.687, -2.420], [0.481, -3.779, -3.145], [2.593, 0.712, -3.458], [-6.971, -1.447, 4.943], [5.361, -0.568, 0.103], [4.855, 1.607, 0.872], [-5.869, 1.762, -2.207], [-3.500, -1.424, -3.813], [-4.468, 1.595, 1.974], [-5.283, 1.058, 0.060], [3.100, 4.912, -0.257], [4.835, 0.401, -1.270], [-2.933, -2.144, -1.546], [0.909, 0.566, -2.975], [-2.920, -6.284, 1.743], [-2.865, 4.484, 0.211], [2.637, 4.650, 2.616], [4.648, -1.363, -1.324], [-6.060, 2.509, 3.589], [-1.798, 2.459, 1.237], [-7.322, 0.999, 5.092], [-5.142, -6.881, 0.835], [4.388, 2.885, 3.009], [-3.038, 4.605, -2.280], [-2.603, 0.905, 2.772]],
  "lowdin_charge": [0.863, 0.880, 0.919, 1.018, 0.632, 0.530, -0.023, 0.100, -0.009, -0.024, 0.051, 0.034, -0.041, -0.030, -0.290, -0.132, -0.099, -0.086, -0.044, -0.099, -0.104, -0.159, -0.109, -0.114, -0.140, -0.128, -0.101, -0.100, -0.130, -0.441, -0.091, -0.244, -0.096, -0.635, -0.861, -0.275, -0.148, -0.327, -0.135, -0.700, -0.097, -0.268, -0.091, -0.261, -0.075, -0.912, -0.169, -0.005, -0.294, -0.284, -0.114, -0.096, -0.361, 0.088, 0.142, 0.104, 0.094, 0.085, 0.095, -0.075, 0.083, 0.080, 0.064, 0.077, 0.037, 0.057, 0.080, 0.097, 0.079, 0.096, 0.100, 0.105, 0.088, 0.079, 0.073, 0.081, 0.049, 0.032, 0.096, 0.106, 0.125, 0.058, 0.099, 0.090, 0.095, 0.092, 0.131, 0.095, 0.034]
}

Ranked by calculated energy, most stable first: run 1, run 2.